Record 1
DFT (the ωB97M-V functional and the def2-TZVPD basis) results for a single C5H12N2O molecule at a distorted geometry.

```
20
Properties=species:S:1:pos:R:3:lowdin_charge:R:1
C -0.490 -2.576 0.681 -0.035
C -0.595 -1.306 -0.125 -0.327
O -1.619 -1.415 -1.050 0.014
C 0.054 -0.172 0.208 -0.296
N 0.797 -0.039 1.392 0.100
C 0.100 1.024 -0.715 -0.420
C -0.528 2.249 -0.058 -0.054
N 1.426 1.372 -1.218 0.042
H 0.548 -2.894 0.790 0.079
H -0.923 -2.451 1.673 0.083
H -1.041 -3.359 0.166 0.079
H -1.720 -0.591 -1.539 0.080
H 0.924 -0.901 1.902 0.071
H 1.671 0.457 1.274 0.077
H -0.459 0.657 -1.628 0.137
H -0.487 3.096 -0.739 0.075
H 0.014 2.501 0.852 0.072
H -1.562 2.050 0.214 0.082
H 2.004 1.740 -0.469 0.064
H 1.886 0.558 -1.612 0.080
```

Results
HOMO level = -7.46 eV
HOMO-LUMO gap = 8.297 eV
relative energy (zero: lowest compared OMol25 entry of this formula, charge and spin) = 39.9 kcal/mol
strongest force on any atom = 0.0250 hartree/bohr
LUMO energy = 0.031 Ha
DFT total energy = -10406.6928 eV

***

Record 2
DFT (the ωB97M-V functional and the def2-TZVPD basis) results for 2 unconnected molecules or ions with the total composition C5H12N2O.

```
20
Properties=species:S:1:pos:R:3:lowdin_charge:R:1
H 2.924 -0.091 -0.399 0.039
N 1.960 -0.405 -0.403 0.081
C 1.825 -1.428 0.338 -0.337
N 0.674 -2.179 0.346 -0.067
C 0.104 -2.494 1.656 -0.103
H 2.578 -1.771 1.053 0.123
H -0.010 -1.774 -0.278 0.109
H -0.685 -3.236 1.538 0.077
H 0.877 -2.909 2.303 0.077
H -0.328 -1.620 2.149 0.081
C -2.410 1.635 0.081 0.034
C -1.220 1.684 -0.500 -0.484
C -0.930 1.219 -1.887 -0.051
O -0.143 2.176 0.193 0.010
H -3.274 1.258 -0.442 0.051
H -2.558 1.954 1.101 0.057
H -1.834 0.894 -2.386 0.076
H -0.462 1.990 -2.495 0.086
H -0.264 0.351 -1.835 0.059
H 0.656 1.971 -0.315 0.081
```

Results
HOMO level = -8.54 eV
HOMO-LUMO gap = 9.513 eV
relative energy (zero: lowest compared OMol25 entry of this formula, charge and spin) = 46.8 kcal/mol
strongest force on any atom = 0.0112 hartree/bohr
LUMO energy = 0.036 Ha
DFT total energy = -10406.3941 eV

***

Record 3
DFT (the ωB97M-V functional and the def2-TZVPD basis) results for 2 unconnected molecules or ions with the total composition C5H12N2O at a distorted geometry.

```
20
Properties=species:S:1:pos:R:3:lowdin_charge:R:1
C -0.232 -1.023 0.348 -0.134
N -1.305 -0.415 0.869 0.037
C -2.169 0.067 -0.085 -0.378
O -1.920 0.223 -1.271 0.001
C 1.048 0.252 0.282 -0.397
C 1.229 0.831 1.676 -0.049
N 2.092 -0.289 -0.264 0.045
C 2.031 -0.441 -1.680 -0.106
H -0.371 -1.340 -0.695 0.101
H 0.226 -1.752 0.989 0.114
H -3.434 2.977 0.568 0.005
H -3.154 0.350 0.314 0.104
H 0.605 0.985 -0.396 0.140
H 2.194 1.310 1.772 0.075
H 0.429 1.545 1.884 0.077
H 1.104 0.109 2.505 0.088
H -3.779 3.361 1.127 0.021
H 2.903 -0.980 -2.046 0.079
H 2.007 0.537 -2.173 0.099
H 1.122 -0.929 -2.011 0.078
```

Results
HOMO level = -9.33 eV
HOMO-LUMO gap = 7.483 eV
relative energy (zero: lowest compared OMol25 entry of this formula, charge and spin) = 133.0 kcal/mol
strongest force on any atom = 0.0761 hartree/bohr
LUMO energy = -0.068 Ha
DFT total energy = -10402.6571 eV

***

Record 4
DFT (the ωB97M-V functional and the def2-TZVPD basis) results for 3 unconnected molecules or ions with the total composition C5H12N2O at a distorted geometry.

```
20
Properties=species:S:1:pos:R:3:lowdin_charge:R:1
C 0.287 0.795 1.520 -0.115
N 0.233 -0.454 1.923 0.012
C -2.140 1.331 0.682 -0.109
C -2.738 2.470 0.970 -0.094
H 0.331 -1.198 1.231 0.046
H -0.073 -0.755 2.846 0.103
H 0.177 1.507 2.352 0.034
H -0.914 1.258 0.643 0.003
H -2.677 0.425 0.458 0.045
H -2.168 3.366 1.221 0.046
H -3.817 2.582 0.981 0.038
C 1.939 -0.361 -1.173 -0.010
C 1.135 -1.629 -1.322 -0.574
N 1.140 -2.183 -2.558 0.156
O 0.578 -2.181 -0.387 0.010
H 0.630 -3.039 -2.708 0.110
H 1.639 -1.774 -3.327 0.099
H 2.933 -0.623 -0.812 0.092
H 1.467 0.284 -0.426 0.033
H 2.038 0.176 -2.114 0.075
```

Results
HOMO level = -7.76 eV
HOMO-LUMO gap = 8.635 eV
relative energy (zero: lowest compared OMol25 entry of this formula, charge and spin) = 94.8 kcal/mol
strongest force on any atom = 0.0540 hartree/bohr
LUMO energy = 0.032 Ha
DFT total energy = -10404.3132 eV

***

Record 5
DFT (the ωB97M-V functional and the def2-TZVPD basis) results for a single C5H12N2O molecule at a distorted geometry.

```
20
Properties=species:S:1:pos:R:3:lowdin_charge:R:1
C -0.982 0.560 2.057 -0.073
C -0.801 1.025 0.614 -0.446
N -0.790 2.475 0.406 0.031
C 0.454 0.396 -0.023 -0.151
C 0.206 -0.528 -1.275 -0.092
C 0.722 -1.916 -1.004 -0.542
N 1.461 -2.474 -2.030 0.140
O 0.526 -2.499 0.039 0.056
H -0.541 1.215 2.823 0.075
H -2.014 0.621 2.426 0.072
H -0.621 -0.452 2.208 0.070
H -1.640 0.592 0.066 0.122
H -0.144 2.951 1.015 0.069
H -1.723 2.845 0.371 0.061
H 0.927 -0.182 0.768 0.092
H 1.231 1.111 -0.294 0.106
H 0.633 -0.061 -2.161 0.105
H -0.871 -0.486 -1.416 0.111
H 1.990 -1.843 -2.613 0.087
H 1.977 -3.348 -1.977 0.106
```

Results
HOMO level = -9.07 eV
HOMO-LUMO gap = 10.071 eV
relative energy (zero: lowest compared OMol25 entry of this formula, charge and spin) = 24.0 kcal/mol
strongest force on any atom = 0.0342 hartree/bohr
LUMO energy = 0.037 Ha
DFT total energy = -10407.3814 eV

***

Record 6
DFT (the ωB97M-V functional and the def2-TZVPD basis) results for a single C5H12N2O molecule at a distorted geometry.

```
20
Properties=species:S:1:pos:R:3:lowdin_charge:R:1
C 2.581 0.620 -1.494 0.031
C 1.888 -0.326 -0.868 -0.135
O 0.393 -0.343 -0.769 -0.076
C -0.153 -0.502 0.496 -0.688
N 0.276 0.451 1.455 0.097
N 0.006 -1.779 1.092 0.094
C -1.802 -0.292 0.165 -0.144
C -2.146 1.003 -0.546 -0.123
H 3.648 0.525 -1.673 0.059
H 2.093 1.514 -1.874 0.065
H 2.333 -1.232 -0.482 0.097
H 0.182 1.384 1.069 0.080
H 1.209 0.280 1.804 0.082
H 0.967 -2.085 1.056 0.064
H -0.271 -1.739 2.068 0.090
H -2.142 -1.138 -0.441 0.101
H -2.314 -0.351 1.132 0.098
H -1.760 1.876 -0.012 0.063
H -1.752 1.008 -1.567 0.071
H -3.234 1.124 -0.612 0.071
```

Results
HOMO level = -9.21 eV
HOMO-LUMO gap = 10.217 eV
relative energy (zero: lowest compared OMol25 entry of this formula, charge and spin) = 56.6 kcal/mol
strongest force on any atom = 0.0790 hartree/bohr
LUMO energy = 0.037 Ha
DFT total energy = -10405.9695 eV

***

Record 7
DFT (the ωB97M-V functional and the def2-TZVPD basis) results for a molecular structure, C5H12N2O at a distorted geometry.

```
20
Properties=species:S:1:pos:R:3:lowdin_charge:R:1
C -0.447 -0.131 -0.347 -0.520
C 0.862 0.370 -0.591 -0.087
C -0.927 2.201 1.331 -0.251
N -0.357 1.962 0.029 -0.114
N -0.755 -0.814 0.797 0.165
C 1.452 -1.364 -1.203 -0.095
C 1.542 -2.473 -0.490 -0.083
O -1.275 -0.319 -1.402 0.076
H -1.601 -1.227 -1.414 0.125
H -1.003 2.251 -0.702 0.045
H -0.217 -0.561 1.611 0.111
H -1.737 -0.940 0.993 0.113
H 1.511 0.510 0.259 0.107
H 1.038 0.891 -1.517 0.101
H 1.868 -1.302 -2.207 0.056
H -0.202 1.919 2.106 0.058
H -1.867 1.648 1.539 0.057
H -1.147 3.264 1.501 0.063
H 1.160 -2.537 0.527 0.032
H 2.098 -3.347 -0.820 0.042
```

Results
HOMO level (alpha / beta) = -7.12 / -7.12 eV
HOMO-LUMO gap (alpha / beta) = 7.716 / 7.715 eV
relative energy (zero: lowest compared OMol25 entry of this formula, charge and spin) = 142.0 kcal/mol
strongest force on any atom = 0.1171 hartree/bohr
LUMO energy (alpha / beta) = 0.022 / 0.022 Ha
DFT total energy = -10402.2667 eV

***

Record 8
DFT (the ωB97M-V functional and the def2-TZVPD basis) results for a single C5H12N2O molecule.

```
20
Properties=species:S:1:pos:R:3:lowdin_charge:R:1
C 2.596 0.719 1.093 -0.084
C 2.071 0.573 -0.331 -0.234
N 0.626 0.521 -0.363 0.059
C -0.046 -0.603 -0.674 -0.466
O 0.503 -1.618 -1.057 0.051
C -1.578 -0.532 -0.593 -0.373
C -2.142 0.574 0.298 -0.075
N -2.037 -1.820 -0.093 0.038
H 3.679 0.717 1.086 0.068
H 2.244 -0.107 1.707 0.077
H 2.250 1.655 1.534 0.069
H 2.416 1.411 -0.950 0.117
H 2.424 -0.361 -0.772 0.114
H 0.133 1.303 0.034 0.120
H -1.902 -0.342 -1.635 0.147
H -3.220 0.442 0.375 0.076
H -1.953 1.564 -0.113 0.071
H -1.727 0.496 1.301 0.083
H -2.954 -2.054 -0.458 0.076
H -1.383 -2.539 -0.391 0.066
```

Results
HOMO level = -9.25 eV
HOMO-LUMO gap = 10.175 eV
relative energy (zero: lowest compared OMol25 entry of this formula, charge and spin) = 10.9 kcal/mol
strongest force on any atom = 0.0111 hartree/bohr
LUMO energy = 0.034 Ha
DFT total energy = -10407.9513 eV

***

Record 9
DFT (the ωB97M-V functional and the def2-TZVPD basis) results for a single C5H12N2O molecule at a distorted geometry.

```
20
Properties=species:S:1:pos:R:3:lowdin_charge:R:1
C 0.035 -0.223 -1.945 -0.058
C -0.172 -0.473 -0.338 -0.298
C 1.197 -0.511 0.266 -0.274
N 1.830 -1.793 -0.065 0.030
N -0.792 0.757 0.362 -0.097
C -1.274 0.501 1.795 -0.048
C -1.166 1.933 -0.233 -0.362
O -1.805 2.799 0.300 0.016
H -0.878 -0.026 -2.581 0.085
H 0.668 -1.076 -2.163 0.041
H 0.911 0.594 -2.008 0.110
H -0.700 -1.435 0.013 0.163
H 1.886 0.350 -0.241 0.162
H 1.153 -0.324 1.348 0.093
H 1.655 -2.533 0.442 -0.004
H 2.795 -1.834 -0.288 0.064
H -2.235 -0.057 1.876 0.082
H -0.570 -0.051 2.450 0.068
H -1.586 1.481 2.333 0.107
H -0.953 1.920 -1.324 0.121
```

Results
HOMO level = -9.17 eV
HOMO-LUMO gap = 10.043 eV
relative energy (zero: lowest compared OMol25 entry of this formula, charge and spin) = 67.2 kcal/mol
strongest force on any atom = 0.1145 hartree/bohr
LUMO energy = 0.032 Ha
DFT total energy = -10405.5092 eV

***

Record 10
DFT (the ωB97M-V functional and the def2-TZVPD basis) results for a single C5H12N2O molecule at a distorted geometry.

```
20
Properties=species:S:1:pos:R:3:lowdin_charge:R:1
C -0.266 -0.021 3.149 0.000
C 0.653 0.812 2.291 -0.550
O 1.544 1.471 2.813 0.018
N 0.590 0.764 0.932 0.057
C -0.314 -0.095 0.129 -0.188
C -0.469 0.442 -1.288 -0.193
C 0.458 -0.244 -2.296 -0.291
N -0.228 -1.398 -2.857 -0.005
H 0.350 -0.496 3.903 0.085
H -0.793 -0.827 2.644 0.063
H -0.981 0.682 3.565 0.090
H 1.164 1.466 0.497 0.136
H -1.278 -0.147 0.636 0.106
H 0.127 -1.089 0.201 0.121
H -1.548 0.356 -1.455 0.108
H -0.332 1.525 -1.348 0.109
H 0.742 0.521 -3.034 0.102
H 1.347 -0.589 -1.770 0.111
H -1.108 -1.150 -3.269 0.060
H 0.341 -1.982 -3.446 0.061
```

Results
HOMO level = -9.27 eV
HOMO-LUMO gap = 10.192 eV
relative energy (zero: lowest compared OMol25 entry of this formula, charge and spin) = 25.9 kcal/mol
strongest force on any atom = 0.0322 hartree/bohr
LUMO energy = 0.034 Ha
DFT total energy = -10407.3014 eV